# 1
73
Properties=species:S:1:pos:R:3:forces:R:3 method="wB97M-V/def2-TZVPD" energy_ha=-5347.669360 homo_energy_ev=-7.7 homo_lumo_gap_ev=6.34 charge=0 fmax_ev_per_a=0.9 multiplicity=1 e_above_lowest_ev=1.9372
Rh -0.2319 0.6087 -0.0220 0.31 0.04 -0.06
S -1.9292 1.0289 -1.3912 -0.04 -0.07 0.05
C -1.2915 1.3737 -2.9952 0.15 0.14 0.05
C -2.1900 1.7567 -3.9958 -0.01 0.00 -0.04
C -1.7275 2.0566 -5.2632 -0.02 0.01 0.01
C -0.3691 1.9963 -5.5684 0.02 -0.01 0.00
C 0.5288 1.6109 -4.5904 0.00 -0.07 -0.05
C 0.0618 1.2781 -3.3234 -0.02 0.12 0.08
As 1.1550 0.6978 -1.8810 -0.22 -0.39 -0.20
C 1.0575 -1.2378 -1.8591 0.20 -0.01 -0.26
C 1.8582 -1.9283 -0.9491 -0.05 -0.01 0.07
C 1.6775 -3.2894 -0.7644 -0.02 0.02 0.03
C 0.6906 -3.9588 -1.4759 -0.02 0.00 -0.03
C -0.1027 -3.2734 -2.3848 0.00 -0.02 0.04
C 0.0801 -1.9126 -2.5826 -0.04 0.03 0.06
C 2.9823 1.1512 -2.2412 -0.08 0.22 0.06
C 3.4105 2.4498 -1.9804 0.00 0.02 0.03
C 4.7009 2.8249 -2.3215 0.00 -0.01 0.01
C 5.5555 1.9068 -2.9169 0.00 -0.01 0.00
C 5.1254 0.6121 -3.1720 0.02 0.02 0.02
C 3.8356 0.2280 -2.8344 -0.02 -0.02 -0.02
H -3.2446 1.8372 -3.7641 0.00 -0.01 0.00
H -2.4337 2.3631 -6.0243 0.00 -0.01 0.00
H -0.0215 2.2474 -6.5612 0.01 0.00 0.00
H 1.5893 1.5528 -4.8076 0.00 0.01 0.00
H 2.5970 -1.3993 -0.3561 0.03 0.00 -0.03
H 2.2812 -3.8220 -0.0412 0.00 0.00 -0.01
H 0.5261 -5.0145 -1.3033 0.00 0.00 0.00
H -0.8866 -3.7919 -2.9201 0.00 0.00 0.00
H -0.5637 -1.3727 -3.2664 0.01 0.00 -0.01
H 2.7410 3.1619 -1.5111 -0.01 -0.01 0.00
H 5.0387 3.8328 -2.1198 0.00 0.00 0.00
H 6.5628 2.2010 -3.1814 0.00 0.00 0.00
H 5.7938 -0.1019 -3.6348 0.00 0.00 0.00
H 3.4980 -0.7815 -3.0330 -0.01 0.01 0.00
C 0.1150 2.4163 0.4913 -0.12 -0.21 -0.18
C 0.3211 3.5544 0.8458 0.05 -0.06 -0.11
C 0.5578 4.9005 1.2650 0.01 0.17 0.09
C 1.8603 5.3873 1.4071 -0.04 -0.01 -0.01
C 2.0812 6.6934 1.8126 0.01 0.00 -0.01
C 1.0096 7.5341 2.0779 -0.01 0.01 0.00
C -0.2877 7.0596 1.9380 0.00 0.01 0.00
C -0.5160 5.7537 1.5382 0.05 -0.03 -0.02
H 2.6940 4.7285 1.2002 0.00 -0.01 0.01
H 3.0951 7.0569 1.9217 0.00 0.00 0.00
H 1.1844 8.5543 2.3937 0.00 0.00 0.00
H -1.1278 7.7102 2.1447 0.00 0.00 0.00
H -1.5246 5.3777 1.4310 0.00 0.00 0.00
S -3.3393 -2.3532 -0.0095 0.01 -0.05 0.16
P -2.3010 -2.2243 1.6381 0.08 0.03 -0.52
S -0.9364 -0.6817 1.7495 -0.19 0.23 0.82
C -1.2693 -3.7048 1.9385 -0.11 -0.05 -0.02
C -0.1047 -3.6609 2.6989 -0.02 0.01 0.04
C 0.6301 -4.8171 2.9144 0.01 0.00 0.00
C 0.2070 -6.0245 2.3747 -0.01 0.00 -0.01
C -0.9570 -6.0730 1.6206 0.02 0.01 0.00
C -1.6935 -4.9169 1.4038 0.04 -0.01 -0.05
C -3.3274 -2.0973 3.1373 0.05 0.01 -0.02
C -2.8958 -1.4204 4.2736 0.00 -0.03 0.00
C -3.6866 -1.4043 5.4130 0.00 0.00 0.00
C -4.9065 -2.0655 5.4231 0.00 0.00 0.01
C -5.3398 -2.7387 4.2896 -0.01 0.00 -0.01
C -4.5549 -2.7533 3.1470 -0.01 0.01 0.00
H 0.2358 -2.7209 3.1137 0.00 0.00 -0.01
H 1.5366 -4.7736 3.5050 0.00 0.00 0.00
H 0.7832 -6.9255 2.5433 0.00 0.00 0.00
H -1.2924 -7.0111 1.1967 0.00 0.00 0.00
H -2.5887 -4.9408 0.7946 -0.01 0.01 0.01
H -1.9510 -0.8931 4.2598 0.00 0.00 0.01
H -3.3511 -0.8683 6.2913 0.00 0.00 0.00
H -5.5237 -2.0492 6.3124 0.00 0.00 0.00
H -6.2956 -3.2467 4.2908 0.00 0.00 0.00
H -4.8962 -3.2542 2.2496 0.00 0.00 0.00

***

# 2
77
Properties=species:S:1:pos:R:3:forces:R:3 method="wB97M-V/def2-TZVPD" energy_ha=-5256.600323 homo_energy_ev=-10.6 homo_lumo_gap_ev=7.98 charge=+1 fmax_ev_per_a=2.0 multiplicity=1
Ca 1.2983 1.2284 -0.3576 -0.35 -1.68 0.37
Cl 6.7969 5.9031 -0.4877 -0.06 -0.11 -0.01
C 5.2831 5.0877 -0.4760 0.01 -0.03 0.00
C 5.2236 3.6984 -0.4568 0.19 0.18 0.01
Cl 6.6657 2.7671 -0.4563 0.06 0.00 0.01
C 3.9921 3.0593 -0.4356 -0.09 1.04 -0.01
Cl 3.9366 1.3444 -0.3811 0.52 -0.90 0.00
C 2.7652 3.7493 -0.4428 1.52 1.33 -0.06
O 1.6385 3.1349 -0.4221 -0.25 1.93 -0.14
C 2.8669 5.1613 -0.4738 -0.09 -0.26 0.02
Cl 1.4034 6.0518 -0.4911 -0.23 0.01 -0.01
C 4.0890 5.8157 -0.4816 0.11 -0.06 0.00
Cl 4.1447 7.5290 -0.4955 -0.02 -0.02 -0.01
C -0.4545 -2.3524 -0.4543 0.22 0.16 -0.20
N -1.4722 -1.5801 0.2133 -0.14 -0.07 0.31
C -2.1631 -0.6120 -0.6124 0.11 0.33 -0.25
P -1.3767 1.0847 -0.5097 -1.88 -0.31 -0.13
C -2.1474 1.7546 0.9958 0.13 0.02 -0.06
C -1.3720 1.8744 2.1469 0.12 -0.07 -0.23
C -1.9313 2.3722 3.3117 0.02 0.02 0.21
C -3.2625 2.7624 3.3285 0.11 -0.03 0.00
C -4.0362 2.6503 2.1840 -0.07 -0.02 -0.04
C -3.4838 2.1458 1.0211 0.12 -0.02 0.03
C -2.1924 1.9526 -1.8825 0.24 -0.03 0.02
C -1.4802 2.9850 -2.4928 0.02 -0.08 0.13
C -2.0308 3.6687 -3.5630 -0.02 0.10 -0.09
C -3.2900 3.3258 -4.0315 0.05 0.01 0.05
C -4.0030 2.3033 -3.4267 -0.07 -0.04 -0.01
C -3.4581 1.6126 -2.3592 0.13 -0.01 0.03
C -2.3453 -2.3109 1.0806 -0.11 -0.04 0.25
C -2.7327 -1.7025 2.2696 0.01 -0.03 -0.10
C -3.5902 -2.3559 3.1362 -0.04 0.00 -0.01
C -4.0735 -3.6136 2.8144 -0.08 -0.03 0.05
C -3.7000 -4.2175 1.6256 -0.01 -0.03 0.07
C -2.8329 -3.5732 0.7602 0.09 0.14 -0.06
P 1.1977 -1.4634 -0.4690 -0.19 -1.97 -0.42
C 2.0666 -2.4738 -1.6970 0.01 0.19 0.04
C 2.1624 -3.8509 -1.5073 -0.01 0.10 -0.05
C 2.7970 -4.6337 -2.4504 -0.03 -0.08 0.03
C 3.3412 -4.0453 -3.5828 0.02 0.08 -0.02
C 3.2560 -2.6749 -3.7718 0.07 -0.05 -0.15
C 2.6148 -1.8853 -2.8316 -0.09 0.11 0.15
C 1.9346 -2.0383 1.0886 0.02 0.25 0.09
C 1.1602 -2.0380 2.2469 -0.04 -0.01 -0.08
C 1.7177 -2.4396 3.4475 0.05 -0.03 0.12
C 3.0502 -2.8199 3.5014 -0.03 -0.01 0.03
C 3.8267 -2.8080 2.3529 0.05 0.01 0.05
C 3.2764 -2.4083 1.1484 -0.04 0.08 -0.05
H -0.6991 -2.5702 -1.5082 0.02 -0.04 0.16
H -0.3189 -3.2985 0.0809 0.07 0.18 -0.17
H -3.1994 -0.5293 -0.2650 0.20 0.02 -0.16
H -2.1642 -0.9140 -1.6732 -0.10 0.03 0.13
H -0.3178 1.5782 2.1257 -0.26 0.09 0.14
H -1.3333 2.4671 4.2070 0.05 0.01 0.02
H -3.6946 3.1676 4.2303 -0.02 0.02 0.10
H -5.0702 2.9629 2.1944 -0.06 0.02 0.01
H -4.0845 2.0750 0.1258 -0.06 0.02 -0.03
H -0.4987 3.2564 -2.1104 -0.06 0.08 -0.08
H -1.4821 4.4697 -4.0354 0.06 0.05 -0.01
H -3.7189 3.8526 -4.8692 -0.03 0.08 -0.08
H -4.9864 2.0393 -3.7866 -0.06 -0.01 -0.05
H -4.0216 0.8092 -1.9070 -0.05 -0.05 0.02
H -2.3599 -0.7141 2.5005 0.06 0.07 0.04
H -3.8777 -1.8847 4.0641 -0.04 0.04 0.07
H -4.7492 -4.1173 3.4862 -0.08 -0.09 0.09
H -4.0918 -5.1898 1.3659 -0.01 -0.07 -0.01
H -2.5541 -4.0480 -0.1694 0.05 -0.03 -0.10
H 1.7521 -4.2937 -0.6102 0.01 -0.11 0.04
H 2.8712 -5.7001 -2.2998 0.02 -0.09 -0.02
H 3.8370 -4.6605 -4.3166 0.07 -0.05 -0.10
H 3.6930 -2.2261 -4.6512 0.01 0.05 -0.06
H 2.5405 -0.8071 -2.9737 0.06 -0.19 -0.04
H 0.1183 -1.7460 2.1976 -0.04 -0.01 0.07
H 1.1103 -2.4658 4.3403 -0.03 0.03 0.07
H 3.4854 -3.1247 4.4401 0.03 -0.06 0.10
H 4.8605 -3.1179 2.3941 0.07 0.01 0.01
H 3.8809 -2.3992 0.2504 0.04 -0.04 0.00

***

# 3
83
Properties=species:S:1:pos:R:3:forces:R:3 method="wB97M-V/def2-TZVPD" energy_ha=-3970.723074 homo_energy_ev=-2.5 homo_lumo_gap_ev=6.41 charge=-2 fmax_ev_per_a=2.5 multiplicity=1 e_above_lowest_ev=0.0000
Sr -2.5424 0.2892 0.4778 0.20 0.08 -0.68
S -3.1949 1.8798 2.6932 -0.20 0.06 0.21
C -3.5447 3.2282 1.6297 0.20 -0.16 0.98
C -3.2309 4.4814 2.2688 0.11 -0.50 0.22
N -2.9093 5.3464 2.9544 0.01 0.57 -0.01
C -4.1003 3.2512 0.4003 -0.43 -0.14 -0.36
S -4.5976 1.9902 -0.7000 -0.14 -0.26 0.26
C -4.3009 4.5549 -0.1239 0.11 0.53 -0.80
N -4.3946 5.5642 -0.6701 -0.18 0.31 0.06
F -2.5861 -4.5855 3.7785 0.32 0.10 -0.79
C -2.3674 -4.1204 2.5022 -0.53 1.23 -0.11
C -2.8021 -2.8163 2.1609 0.30 -0.29 1.74
C -2.6713 -2.2603 0.8974 0.54 -0.85 -0.59
C -2.0754 -3.0973 -0.1249 -0.47 -0.80 0.43
C -1.6111 -4.3674 0.2571 -1.25 1.29 1.26
F -1.0503 -5.2186 -0.5943 0.77 -0.73 -1.04
C -1.7411 -4.8883 1.5616 0.31 -0.07 -0.65
C -2.1151 -2.6370 -1.5693 -0.29 0.37 2.17
C -1.9477 -3.4427 -2.6646 0.17 -1.54 0.90
C -2.0073 -2.9378 -3.9171 0.22 1.00 -0.92
C -2.2708 -1.5639 -4.1049 0.28 -1.90 0.61
C -2.4858 -0.8548 -2.9348 -0.65 1.70 -0.91
N -2.4259 -1.3512 -1.7057 0.36 0.41 -0.34
H -3.1559 -2.2181 3.0436 0.07 -0.46 -0.93
H -1.3263 -5.8684 1.7393 -0.12 -0.13 0.20
H -1.7858 -4.5022 -2.4951 0.13 0.22 -0.21
H -1.7457 -3.6478 -4.6881 -0.26 0.36 -0.59
H -2.2803 -1.1853 -5.1060 -0.04 0.61 -0.09
H -2.7697 0.2241 -3.0022 0.34 -0.91 0.13
C 0.9274 -2.1754 1.2824 -0.28 0.77 0.24
P 0.4577 -0.5551 2.0509 -0.30 -0.01 -0.01
C 2.0411 0.2871 2.3999 0.96 0.03 0.12
C 2.0435 1.6053 2.8321 -1.44 0.31 0.43
C 3.1677 2.2847 3.2427 0.75 0.37 -0.70
C 4.3903 1.7272 2.9823 2.10 -1.43 0.00
C 4.4588 0.4048 2.4618 -0.44 0.68 0.87
C 3.2875 -0.3416 2.2957 0.06 1.49 -0.22
C 0.0226 -0.9779 3.7940 -0.60 1.90 0.09
C 0.4562 -2.1059 4.4291 0.16 -0.89 0.47
C 0.0571 -2.4286 5.7198 0.37 0.64 0.81
C -0.7722 -1.5269 6.4318 0.80 -2.06 0.59
C -1.1812 -0.3782 5.8210 -0.59 1.26 0.29
C -0.7305 -0.0427 4.5457 -1.97 0.34 -1.26
H 0.1048 -2.8428 1.5252 -0.31 -0.01 -0.56
H 1.7751 -2.6413 1.7213 0.99 -0.30 0.44
H 1.1305 -2.0416 0.2067 -0.45 -0.17 0.40
H 1.0949 2.1133 2.9287 -0.26 0.07 -0.04
H 3.1865 3.3007 3.5979 -0.61 0.16 0.22
H 5.3697 2.2316 3.2582 -1.44 -0.49 -0.53
H 5.4355 -0.0199 2.2888 0.04 -0.23 -0.04
H 3.2790 -1.3599 2.0252 0.50 -0.99 -0.39
H 1.1388 -2.7443 3.9014 0.14 -0.49 -0.09
H 0.5340 -3.2947 6.2071 -0.62 0.36 -0.22
H -1.0785 -1.7739 7.4701 0.15 0.20 -0.85
H -1.9042 0.2739 6.3626 0.75 -0.34 -0.62
H -1.2884 0.8461 4.0749 1.45 -1.21 0.44
F 5.6465 2.6699 -4.3163 -0.57 -0.55 -0.19
C 4.6352 1.8066 -4.6346 -0.45 1.10 -0.27
C 3.4008 2.2833 -5.0703 -0.56 -1.60 0.30
F 3.2048 3.5943 -5.1024 -0.18 0.82 -0.31
C 2.3256 1.3874 -5.3282 2.21 -0.01 0.87
F 1.1920 1.9158 -5.7274 -1.03 0.57 -0.31
C 2.4292 -0.0047 -5.1177 0.15 -0.06 -0.24
S 1.0886 -1.1099 -5.3531 0.58 0.54 0.14
C 3.7329 -0.4222 -4.7269 -1.22 -0.02 -0.48
F 3.9492 -1.7474 -4.6177 0.34 0.34 0.21
C 4.7713 0.4534 -4.4980 0.73 -1.22 0.55
F 5.9540 -0.0470 -4.0556 -0.06 0.14 -0.17
C 1.5189 1.6374 -1.4289 0.36 2.38 0.12
C 0.2246 0.9894 -1.6408 -1.29 -1.23 0.42
O -0.8951 1.6635 -0.9979 0.40 -0.81 -0.11
C -1.2957 2.9133 -1.5578 0.95 1.11 0.97
C -1.5212 2.9293 -3.0495 0.34 -0.20 0.41
H 2.2711 1.2629 -2.0708 0.68 -0.73 -0.99
H 1.9176 1.4770 -0.4162 -0.38 0.68 -0.09
H 1.3789 2.7031 -1.7633 0.64 -0.61 0.89
H 0.3269 0.0202 -1.1123 -0.77 0.08 -0.64
H -0.0275 0.8686 -2.7034 0.26 -0.38 0.35
H -0.5134 3.6917 -1.2267 -1.13 -0.88 -0.62
H -2.2486 3.1395 -1.0524 0.62 0.07 -0.24
H -2.4285 2.4343 -3.3048 -0.86 -0.54 -0.06
H -0.7379 2.4638 -3.6355 0.33 0.28 -0.13
H -1.6673 3.9558 -3.3126 0.13 0.70 -0.44